# 1
{"formula": "C47H39IrN5OS4Te", "method": "wB97M-V/def2-TZVPD", "s_squared": 6.02, "lumo_ev": [-2.1036, -3.5084], "total_charge": 1, "homo_lumo_gap_ev": [6.4, 5.8], "e_tot_ha": -4127.9613, "e_homo_ev": [-8.55, -9.30], "spin_multiplicity": 5, "elements": ["Ir", "N", "S", "N", "S", "N", "S", "N", "C", "C", "C", "C", "C", "C", "C", "C", "C", "C", "C", "C", "C", "C", "C", "C", "C", "C", "C", "C", "C", "C", "C", "C", "C", "C", "C", "C", "C", "C", "C", "C", "C", "C", "C", "C", "H", "H", "H", "H", "H", "H", "H", "H", "H", "H", "H", "H", "H", "H", "H", "H", "H", "H", "H", "H", "H", "H", "H", "H", "H", "H", "H", "H", "H", "H", "O", "N", "C", "C", "C", "C", "C", "S", "H", "H", "H", "H", "Te", "C", "C", "C", "C", "C", "C", "H", "H", "H", "H", "H"], "coordinates": [[0.7925, -1.9406, -0.5891], [1.3946, -0.0117, -1.3529], [1.8220, 1.2797, -0.8193], [1.0483, 2.0713, 0.3909], [-0.2195, 1.6497, 1.1549], [-1.5358, 1.3559, 0.3994], [-1.9936, -0.1611, -0.0769], [-1.0921, -1.2866, 0.1570], [-2.6016, 0.2576, -1.7051], [-1.8360, 1.0795, -2.5209], [-2.2892, 1.3637, -3.7992], [-3.4955, 0.8336, -4.2433], [-4.2542, 0.0223, -3.4111], [-3.8096, -0.2716, -2.1314], [-3.5049, -0.3884, 0.8285], [-3.7064, -1.6391, 1.3856], [-4.8580, -1.8521, 2.1303], [-5.7776, -0.8249, 2.3003], [-5.5566, 0.4256, 1.7301], [-4.4104, 0.6536, 0.9869], [-0.5722, 3.1145, 2.0761], [-1.7400, 3.8164, 1.8359], [-1.9544, 4.9943, 2.5370], [-1.0139, 5.4398, 3.4552], [0.1511, 4.7144, 3.6850], [0.3825, 3.5408, 2.9905], [0.1466, 0.4263, 2.3793], [-0.8851, 0.0289, 3.2228], [-0.6431, -0.9999, 4.1108], [0.6062, -1.6164, 4.1358], [1.6275, -1.1869, 3.3028], [1.4053, -0.1478, 2.4112], [3.5077, 1.4642, -0.2553], [3.8745, 2.4094, 0.6965], [5.2221, 2.5837, 0.9759], [6.1744, 1.8317, 0.3005], [5.7888, 0.8892, -0.6451], [4.4459, 0.6974, -0.9279], [1.7729, 2.5432, -2.0862], [1.7034, 2.0967, -3.3948], [1.6646, 3.0337, -4.4187], [1.6900, 4.3893, -4.1202], [1.7622, 4.8201, -2.7998], [1.8071, 3.8953, -1.7687], [-0.9055, 1.4889, -2.1560], [-1.7021, 2.0093, -4.4400], [-3.8469, 1.0563, -5.2436], [-5.2007, -0.3770, -3.7554], [-4.4013, -0.8963, -1.4735], [-2.9660, -2.4183, 1.2275], [-5.0330, -2.8226, 2.5779], [-6.6754, -0.9981, 2.8795], [-6.2773, 1.2228, 1.8673], [-4.2135, 1.6211, 0.5372], [-2.4512, 3.4401, 1.1113], [-2.8594, 5.5636, 2.3646], [-1.1877, 6.3595, 3.9993], [0.8790, 5.0629, 4.4066], [1.2832, 2.9578, 3.1536], [-1.8574, 0.5087, 3.1674], [-1.4323, -1.3359, 4.7717], [0.7788, -2.4500, 4.8054], [2.5936, -1.6723, 3.3210], [2.1934, 0.1854, 1.7468], [3.1150, 2.9867, 1.2085], [5.5303, 3.3149, 1.7129], [7.2264, 1.9866, 0.5086], [6.5375, 0.3069, -1.1681], [4.1050, -0.0326, -1.6544], [1.6719, 1.0283, -3.5851], [1.6143, 2.7021, -5.4492], [1.6543, 5.1180, -4.9213], [1.7843, 5.8788, -2.5746], [1.8539, 4.2172, -0.7364], [3.0916, -1.8256, 0.1716], [3.8002, -2.9268, -0.0062], [5.1307, -2.8258, -0.2232], [5.9079, -3.9338, -0.4279], [5.3043, -5.1907, -0.4191], [3.9519, -5.2814, -0.1890], [3.1787, -4.1367, 0.0385], [1.4995, -4.1847, 0.3908], [5.5115, -1.8168, -0.2025], [6.9695, -3.8146, -0.5947], [5.8941, -6.0831, -0.5883], [3.4408, -6.2340, -0.1780], [-0.2919, -3.0825, -2.7394], [-1.9807, -3.9149, -1.7693], [-3.2440, -3.6734, -2.2990], [-4.3727, -4.2077, -1.6898], [-4.2450, -4.9964, -0.5543], [-2.9824, -5.2474, -0.0307], [-1.8507, -4.7129, -0.6365], [-3.3471, -3.0745, -3.1943], [-5.3515, -4.0196, -2.1146], [-5.1242, -5.4308, -0.0927], [-2.8713, -5.8689, 0.8508], [-0.8705, -4.9244, -0.2254]]}



# 2
{"formula": "C5H35NO12", "method": "wB97M-V/def2-TZVPD", "lumo_ev": 0.2564, "homo_lumo_gap_ev": 9.5, "e_tot_ha": -1168.9946, "e_homo_ev": -9.24, "e_above_lowest_kj_mol": 554.6, "elements": ["C", "N", "C", "C", "C", "C", "H", "H", "H", "H", "H", "H", "H", "H", "H", "H", "H", "H", "H", "O", "H", "H", "O", "H", "H", "O", "H", "H", "O", "H", "H", "O", "H", "H", "O", "H", "H", "O", "H", "H", "O", "H", "H", "O", "H", "H", "O", "H", "H", "O", "H", "H", "O"], "coordinates": [[2.1748, 1.3245, 0.5253], [1.1561, 0.4202, 1.0003], [-0.2044, 1.1387, 0.7321], [-1.3172, -0.0149, 0.5096], [-1.5938, -0.6100, 1.8651], [-1.8966, -1.9082, 1.9127], [1.8540, 2.4332, 0.6350], [2.4533, 1.1995, -0.5388], [3.0707, 1.0762, 1.0955], [1.2074, 0.2620, 2.0817], [-0.1963, 1.9501, -0.0724], [-0.3497, 1.6560, 1.6943], [-0.8521, -0.6700, -0.1367], [-2.2608, 0.4930, 0.0140], [-1.4747, -0.0161, 2.6842], [-2.0226, -2.4987, 1.0541], [-2.0524, -2.5516, 2.7922], [0.4086, -2.9934, -2.9426], [0.4872, -1.7531, -3.7535], [-0.1438, -2.4444, -3.5399], [2.1331, 1.9996, 3.8536], [2.1332, 3.0726, 2.8323], [2.6548, 2.3313, 3.0761], [1.2577, -4.3951, -1.5200], [2.0468, -3.1114, -1.5016], [1.5649, -3.6700, -2.0695], [-1.1938, -1.6356, -3.0728], [-2.6866, -1.6885, -3.0021], [-2.0061, -1.0930, -2.6733], [-3.1255, 0.3168, -1.9240], [-3.7742, 1.6218, -1.4962], [-3.0642, 1.2801, -1.9373], [0.7527, 2.1770, -4.0195], [-0.8186, 1.5857, -3.5312], [-0.1478, 2.3914, -3.6358], [-1.5551, 4.3905, -0.8716], [-1.0096, 3.2312, -1.9015], [-1.0242, 3.6725, -0.9631], [-0.2513, -2.1066, 3.9749], [1.1183, -1.7355, 3.6843], [0.4951, -1.6823, 4.4169], [0.4307, -0.2577, -1.6409], [0.8516, 1.2226, -1.9692], [0.8975, 0.3113, -2.2848], [-2.1789, 2.5166, 1.0415], [-3.0967, 2.9560, 2.1261], [-2.2487, 2.5725, 2.0071], [3.2555, -1.6571, -0.7746], [2.1588, -1.2016, 0.2463], [2.6417, -1.9706, -0.1479], [1.8761, -1.8871, 1.8237], [2.0075, -3.3534, 2.1135], [1.4578, -2.6970, 2.1282]]}



# 3
{"formula": "C32H25AuN2O3Si", "method": "wB97M-V/def2-TZVPD", "lumo_ev": 4.6639, "total_charge": -2, "homo_lumo_gap_ev": 6.3, "e_tot_ha": -1994.9357, "e_homo_ev": -1.59, "elements": ["Au", "O", "C", "C", "C", "C", "C", "C", "C", "O", "N", "N", "C", "C", "C", "C", "C", "C", "C", "O", "H", "H", "H", "H", "H", "H", "H", "H", "H", "H", "C", "C", "C", "C", "C", "C", "Si", "C", "C", "C", "C", "C", "C", "C", "C", "C", "C", "C", "C", "H", "H", "H", "H", "H", "H", "H", "H", "H", "H", "H", "H", "H", "H", "H"], "coordinates": [[1.7327, 0.4794, 0.5204], [-2.4565, 1.2880, 4.1428], [-2.5397, 2.3875, 3.4976], [-3.7501, 3.1591, 3.5175], [-3.8782, 4.3542, 2.8504], [-2.8185, 4.8810, 2.0950], [-1.6436, 4.1567, 2.0318], [-1.4753, 2.9429, 2.6995], [-0.1877, 2.2349, 2.4840], [0.7150, 2.6575, 1.7627], [-0.1012, 1.0399, 3.1352], [0.9562, 0.2251, 2.8656], [0.9942, -0.9188, 3.4230], [2.0300, -1.9042, 3.1380], [1.8376, -3.1935, 3.6445], [2.7003, -4.2415, 3.3803], [3.8102, -3.9859, 2.5619], [4.0422, -2.7281, 2.0550], [3.1844, -1.6103, 2.3204], [3.4662, -0.4534, 1.8620], [-0.9358, 0.7710, 3.6868], [-4.5741, 2.7494, 4.0912], [-4.8188, 4.8952, 2.9031], [-2.9234, 5.8175, 1.5617], [-0.8065, 4.5041, 1.4369], [0.1992, -1.2173, 4.1151], [0.9579, -3.3693, 4.2591], [2.5173, -5.2302, 3.7830], [4.4918, -4.7951, 2.3165], [4.8951, -2.5336, 1.4143], [-0.9959, -4.4815, -1.3542], [-0.1537, -4.0144, -0.3538], [0.2927, -2.6950, -0.3820], [-0.0875, -1.8128, -1.4004], [-0.9372, -2.3093, -2.3935], [-1.3868, -3.6231, -2.3777], [0.5386, -0.0021, -1.3810], [1.4874, 0.1600, -3.0388], [2.0561, -0.9418, -3.6859], [2.9082, -0.7910, -4.7763], [3.2108, 0.4757, -5.2561], [2.6503, 1.5884, -4.6374], [1.8081, 1.4274, -3.5452], [-1.0701, 0.9901, -1.6531], [-1.5312, 1.4557, -2.8878], [-2.6943, 2.2156, -2.9874], [-3.4164, 2.5396, -1.8450], [-2.9770, 2.0909, -0.6037], [-1.8226, 1.3247, -0.5191], [-1.3496, -5.5068, -1.3387], [0.1642, -4.6688, 0.4509], [0.9569, -2.3426, 0.4026], [-1.2608, -1.6506, -3.1952], [-2.0473, -3.9806, -3.1607], [1.8296, -1.9394, -3.3226], [3.3422, -1.6656, -5.2495], [3.8845, 0.5976, -6.0970], [2.8828, 2.5835, -5.0015], [1.3948, 2.3074, -3.0597], [-0.9707, 1.2248, -3.7895], [-3.0303, 2.5659, -3.9582], [-4.3078, 3.1528, -1.9186], [-3.5108, 2.3624, 0.3013], [-1.4781, 1.0008, 0.4594]]}



# 4
{"formula": "C2H11N3O2", "method": "wB97M-V/def2-TZVPD", "lumo_ev": -1.9707, "homo_lumo_gap_ev": 7.7, "e_tot_ha": -397.3694, "e_homo_ev": -9.67, "e_above_lowest_kj_mol": 521.3, "elements": ["C", "N", "C", "N", "N", "H", "H", "H", "H", "H", "H", "H", "H", "H", "O", "H", "H", "O"], "coordinates": [[0.6503, 0.2414, 1.5794], [-0.6441, 0.4231, 0.8906], [-0.5436, 0.7013, -0.5030], [-1.6601, 0.9781, -1.0935], [0.6844, 0.8583, -1.1409], [1.0450, -0.7584, 1.4509], [0.5130, 0.4806, 2.6281], [1.3572, 0.9520, 1.1465], [-1.1491, 1.2293, 1.2223], [0.2414, -0.7427, -1.0819], [-1.4464, 1.1077, -2.0697], [0.5551, 1.6719, -1.7363], [-2.0593, -0.9158, 0.6773], [-2.5637, -1.0705, -0.7228], [-2.5768, -1.5092, 0.1159], [2.1357, -0.5001, -0.4770], [3.0007, -1.8031, -0.7641], [2.4603, -1.3439, -0.1217]]}



# 5
{"formula": "C12H18F6KO6", "method": "wB97M-V/def2-TZVPD", "lumo_ev": 2.0510, "total_charge": -1, "homo_lumo_gap_ev": 6.1, "e_tot_ha": -2118.7022, "e_homo_ev": -4.05, "e_above_lowest_kj_mol": 0.0, "elements": ["K", "C", "O", "O", "C", "F", "F", "F", "C", "C", "H", "H", "H", "H", "H", "H", "C", "O", "O", "C", "F", "F", "F", "C", "C", "H", "H", "H", "H", "H", "H", "O", "C", "O", "C", "C", "C", "H", "H", "H", "H", "H", "H"], "coordinates": [[0.6012, -1.6741, -1.8764], [-3.0102, -1.5988, -1.4139], [-3.2134, -0.2744, -0.8947], [-2.1555, -1.5499, -2.4294], [-2.7157, -2.6274, -0.2826], [-1.5618, -2.3858, 0.4084], [-3.7387, -2.5709, 0.6345], [-2.6435, -3.9032, -0.7227], [-4.4969, -0.0169, -0.3834], [-4.4492, 1.3855, 0.2207], [-4.0037, 2.0999, -0.4676], [-5.4598, 1.7415, 0.4609], [-3.9675, 1.3690, 1.2003], [-4.8546, -0.6837, 0.4051], [-5.2475, -0.0021, -1.1834], [-3.9808, -1.9723, -1.8024], [1.8662, 2.0780, -1.6338], [1.5541, 3.4291, -1.9930], [0.9761, 1.1772, -2.0282], [3.3451, 1.8554, -2.0234], [3.4776, 1.6705, -3.3589], [4.1179, 2.9184, -1.7192], [3.8669, 0.7922, -1.4066], [0.4930, 3.9587, -1.2654], [0.2239, 5.3595, -1.7732], [1.2075, 5.8046, -1.9349], [-0.2748, 5.3251, -2.7455], [-0.4262, 5.9326, -1.1142], [0.7474, 4.0131, -0.1946], [-0.3980, 3.3239, -1.2757], [1.8491, 2.0385, -0.5243], [1.4700, -3.1302, 0.4375], [2.1012, -3.0929, 1.4544], [3.1308, -2.2372, 1.5834], [3.8030, -2.3828, 2.8389], [2.8362, -3.1729, 3.7676], [1.8460, -3.7780, 2.7670], [4.0523, -1.3736, 3.1501], [4.7137, -2.9781, 2.7620], [2.2944, -2.4894, 4.4138], [3.3855, -3.9759, 4.2474], [0.8066, -3.5379, 3.0071], [1.8320, -4.8644, 2.6883]]}



# 6
{"formula": "C31H43BCl3F18NO17P", "method": "wB97M-V/def2-TZVPD", "lumo_ev": 1.7549, "total_charge": -1, "homo_lumo_gap_ev": 7.4, "e_tot_ha": -6085.5942, "e_homo_ev": -5.68, "elements": ["C", "C", "B", "O", "C", "Cl", "C", "O", "O", "N", "C", "Cl", "C", "C", "Cl", "P", "O", "O", "H", "H", "H", "H", "H", "H", "H", "H", "H", "H", "H", "H", "H", "C", "C", "O", "C", "O", "C", "F", "F", "F", "H", "H", "H", "H", "H", "C", "C", "O", "C", "O", "C", "F", "F", "F", "H", "H", "H", "H", "H", "C", "C", "O", "C", "O", "C", "F", "F", "F", "H", "H", "H", "H", "H", "C", "C", "O", "C", "O", "C", "F", "F", "F", "H", "H", "H", "H", "H", "C", "C", "O", "C", "O", "C", "F", "F", "F", "H", "H", "H", "H", "H", "C", "C", "O", "C", "O", "C", "F", "F", "F", "H", "H", "H", "H", "H"], "coordinates": [[4.1674, 3.9687, -1.7868], [4.5082, 2.4834, -2.0136], [3.3130, 1.6146, -2.6008], [3.2065, 1.4228, -3.9517], [2.2121, 0.9149, -1.6737], [2.0190, 1.8267, -0.0865], [2.9670, -0.4522, -1.3029], [3.6959, -0.8099, -2.2493], [2.8135, -0.9037, -0.1905], [0.9076, 0.7083, -2.3552], [-0.0528, 1.7733, -2.0761], [-1.6154, 1.4648, -2.9333], [0.4781, 3.1553, -2.5064], [-0.2452, 4.2507, -1.7052], [0.2767, 3.4702, -4.2530], [0.4318, -0.9764, -2.1986], [-0.4504, -1.2129, -3.5523], [-0.8003, -0.9310, -1.0782], [3.2030, 4.0981, -1.2889], [4.1205, 4.5189, -2.7304], [4.9023, 4.4466, -1.1343], [4.8453, 2.0246, -1.0800], [5.3197, 2.4328, -2.7515], [3.7451, 2.0582, -4.4336], [-0.3819, 1.8183, -1.0390], [1.5346, 3.2073, -2.2702], [-1.2262, 3.9127, -1.3720], [-0.3430, 5.1579, -2.2994], [0.3709, 4.5152, -0.8419], [-1.3515, -1.4795, -3.3313], [-0.4250, -0.5048, -0.2932], [-3.0631, -4.2973, -0.6786], [-3.3563, -2.9852, 0.0100], [-4.7314, -2.9339, 0.4771], [-4.9915, -3.5328, 1.6171], [-4.2397, -4.1224, 2.3376], [-6.4839, -3.3379, 1.9714], [-7.2801, -3.5476, 0.9213], [-6.6954, -2.0867, 2.4083], [-6.8466, -4.1769, 2.9418], [-3.7708, -4.4681, -1.4908], [-2.0532, -4.2743, -1.0864], [-3.1394, -5.1337, 0.0162], [-3.2580, -2.1544, -0.6831], [-2.6791, -2.8079, 0.8433], [7.4853, -0.2153, -1.6150], [6.8895, -0.2698, -3.0004], [7.2358, 0.9245, -3.7620], [8.4145, 0.9489, -4.3340], [9.2703, 0.1115, -4.3292], [8.5690, 2.2731, -5.1178], [8.1536, 3.3275, -4.4024], [7.8411, 2.2347, -6.2452], [9.8383, 2.4838, -5.4580], [7.1702, 0.6950, -1.1038], [7.1412, -1.0748, -1.0419], [8.5760, -0.2249, -1.6486], [5.8006, -0.2774, -2.9533], [7.2092, -1.1532, -3.5508], [-6.7362, 1.3183, -8.2198], [-6.1553, 2.1362, -7.0880], [-5.8375, 1.3082, -5.9511], [-4.6811, 0.6602, -6.0175], [-3.8901, 0.6870, -6.9102], [-4.4595, -0.1347, -4.7114], [-5.5695, -0.7946, -4.3495], [-4.1368, 0.7023, -3.7237], [-3.4841, -1.0220, -4.8621], [-7.6063, 0.7578, -7.8766], [-7.0402, 1.9749, -9.0348], [-6.0047, 0.6075, -8.6019], [-6.8790, 2.8576, -6.7149], [-5.2646, 2.6796, -7.4008], [-5.6242, -3.7180, 5.7202], [-6.9845, -3.5338, 6.3477], [-7.3464, -4.6658, 7.1778], [-6.8587, -4.6773, 8.4009], [-6.1546, -3.8631, 8.9227], [-7.3729, -5.9270, 9.1513], [-7.2783, -7.0285, 8.4025], [-8.6586, -5.7696, 9.4919], [-6.6682, -6.1155, 10.2647], [-5.5841, -4.6494, 5.1581], [-5.4184, -2.8938, 5.0391], [-4.8375, -3.7459, 6.4741], [-7.7588, -3.4905, 5.5853], [-7.0414, -2.6210, 6.9396], [-3.2626, -6.7317, 10.5991], [-3.4008, -5.4019, 11.3044], [-2.6924, -5.4084, 12.5663], [-1.3909, -5.1895, 12.5058], [-0.7282, -4.9842, 11.5334], [-0.8005, -5.1877, 13.9352], [-1.2695, -6.2076, 14.6617], [-1.1277, -4.0481, 14.5602], [0.5234, -5.2775, 13.8948], [-3.5947, -7.5422, 11.2489], [-3.8674, -6.7398, 9.6932], [-2.2266, -6.9286, 10.3248], [-4.4387, -5.2048, 11.5599], [-3.0471, -4.5780, 10.6867], [6.5824, 6.6337, -7.0541], [7.2590, 6.4813, -5.7108], [8.0369, 7.6568, -5.3812], [7.3680, 8.6773, -4.8769], [6.1956, 8.7492, -4.6588], [8.3502, 9.8245, -4.5435], [9.2232, 10.0284, -5.5359], [9.0424, 9.5254, -3.4365], [7.6902, 10.9580, -4.3304], [7.3179, 6.8604, -7.8266], [6.0703, 5.7084, -7.3157], [5.8522, 7.4421, -7.0360], [7.9737, 5.6629, -5.7276], [6.5403, 6.2841, -4.9167]]}